No. 1
ORCA calculation (ωB97M-V/def2-TZVPD) on 13 unconnected molecules or ions with the total composition C46H104O20 in a non-equilibrium geometry.

Properties
Kohn-Sham gap   9.9 eV
DFT total energy   -90339.9098 eV
2S+1   1
Lowest unoccupied orbital energy   0.43 eV
HOMO energy   -9.45 eV

The geometry in XYZ format:
```
170
C46H104O20, DFT ωB97M-V/def2-TZVPD
O 12.628 -28.116 -15.680
C 11.924 -28.192 -14.720
O 11.339 -27.152 -14.121
C 11.695 -25.821 -14.646
C 12.814 -25.215 -13.814
C 11.609 -29.480 -13.957
H 10.773 -25.251 -14.521
H 11.878 -25.867 -15.738
H 13.798 -25.767 -14.054
H 12.581 -25.305 -12.758
H 12.918 -24.205 -14.104
H 12.430 -30.085 -13.722
H 11.014 -30.030 -14.719
H 11.015 -29.319 -13.024
O 8.739 -26.099 -16.061
C 9.129 -27.229 -16.274
O 8.949 -28.292 -15.489
C 8.290 -28.088 -14.226
C 7.935 -29.427 -13.679
C 9.954 -27.526 -17.441
H 7.415 -27.448 -14.439
H 9.039 -27.604 -13.583
H 7.149 -29.996 -14.156
H 7.399 -29.275 -12.744
H 8.738 -30.170 -13.527
H 10.061 -28.602 -17.604
H 10.978 -27.194 -17.280
H 9.653 -26.855 -18.211
O 6.013 -19.282 -11.404
C 4.891 -19.602 -11.092
O 4.398 -20.818 -10.997
C 5.153 -21.845 -11.558
C 4.408 -23.155 -11.436
C 3.816 -18.640 -10.653
H 6.119 -21.958 -11.072
H 5.357 -21.666 -12.581
H 3.562 -23.123 -12.105
H 3.910 -23.412 -10.498
H 5.052 -23.983 -11.592
H 3.570 -18.804 -9.588
H 2.926 -18.836 -11.257
H 4.139 -17.651 -10.777
O 1.680 -20.167 -16.033
C 1.079 -20.756 -16.881
O 1.626 -21.794 -17.496
C 2.996 -22.058 -17.210
C 3.179 -22.851 -15.904
C -0.383 -20.526 -17.224
H 3.514 -21.129 -17.211
H 3.404 -22.719 -18.002
H 2.250 -23.387 -15.697
H 3.290 -22.188 -14.995
H 4.047 -23.503 -16.000
H -0.812 -19.807 -16.591
H -0.818 -21.517 -17.128
H -0.515 -20.213 -18.290
O 5.318 -19.993 -15.716
C 5.246 -18.834 -15.368
O 6.280 -18.008 -15.496
C 7.557 -18.573 -15.754
C 8.422 -18.638 -14.520
C 4.057 -18.218 -14.717
H 7.992 -17.910 -16.475
H 7.394 -19.542 -16.241
H 7.983 -19.142 -13.671
H 8.563 -17.619 -14.201
H 9.377 -19.068 -14.794
H 4.076 -17.152 -14.927
H 4.169 -18.448 -13.660
H 3.154 -18.688 -15.070
O 13.124 -23.662 -16.950
C 12.632 -24.413 -17.761
O 13.190 -25.525 -18.186
C 14.473 -25.985 -17.685
C 14.551 -27.428 -18.057
C 11.323 -24.201 -18.370
H 14.560 -25.931 -16.615
H 15.249 -25.443 -18.160
H 14.346 -27.678 -19.125
H 13.877 -27.998 -17.441
H 15.592 -27.788 -17.961
H 10.561 -23.722 -17.741
H 10.935 -25.163 -18.734
H 11.471 -23.562 -19.220
O 3.393 -28.776 -14.880
C 2.591 -27.950 -15.273
O 2.994 -26.801 -15.854
C 4.363 -26.575 -16.133
C 5.172 -26.059 -14.968
C 1.062 -27.978 -15.069
H 4.426 -25.928 -17.003
H 4.776 -27.528 -16.486
H 5.369 -26.920 -14.302
H 4.719 -25.273 -14.386
H 6.128 -25.735 -15.341
H 0.562 -28.224 -16.016
H 0.602 -27.020 -14.668
H 0.843 -28.737 -14.280
C 7.668 -21.768 -19.233
C 6.463 -22.648 -18.999
C 5.506 -22.611 -20.212
O 6.988 -23.928 -18.825
H 8.462 -21.884 -18.501
H 7.380 -20.738 -19.162
H 8.072 -21.972 -20.234
H 5.980 -22.335 -18.074
H 4.552 -23.047 -19.954
H 5.980 -23.211 -20.990
H 5.364 -21.635 -20.647
H 6.321 -24.562 -19.113
C 6.744 -25.080 -9.020
C 7.377 -25.603 -10.322
C 6.634 -26.783 -10.954
O 7.465 -24.459 -11.166
H 5.650 -24.828 -9.198
H 7.169 -24.116 -8.743
H 6.818 -25.771 -8.193
H 8.435 -25.854 -10.045
H 7.143 -27.061 -11.841
H 5.594 -26.436 -11.151
H 6.669 -27.656 -10.281
H 7.835 -24.696 -12.052
C 9.104 -21.193 -11.135
C 8.681 -20.570 -9.795
C 9.750 -20.830 -8.726
O 8.594 -19.193 -9.942
H 8.475 -20.917 -11.992
H 9.041 -22.270 -11.105
H 10.160 -20.922 -11.338
H 7.710 -20.947 -9.447
H 9.402 -20.389 -7.796
H 10.719 -20.452 -9.067
H 9.900 -21.921 -8.649
H 7.791 -19.026 -10.475
C 10.871 -19.269 -18.040
C 12.209 -20.101 -18.271
C 12.271 -20.561 -19.714
O 13.392 -19.282 -18.213
H 9.980 -19.859 -18.178
H 10.914 -18.464 -18.768
H 10.853 -18.793 -17.032
H 12.387 -20.913 -17.593
H 11.827 -19.772 -20.361
H 11.727 -21.495 -19.876
H 13.297 -20.694 -20.034
H 13.373 -18.760 -17.392
C 12.021 -19.800 -13.913
C 12.890 -18.647 -14.375
C 13.847 -18.209 -13.261
O 13.736 -19.030 -15.500
H 11.253 -19.451 -13.235
H 12.624 -20.618 -13.448
H 11.447 -20.218 -14.758
H 12.276 -17.777 -14.677
H 14.611 -18.945 -12.960
H 13.199 -18.030 -12.377
H 14.351 -17.298 -13.507
H 14.075 -19.911 -15.232
C 9.389 -22.677 -14.595
C 8.049 -23.191 -14.106
C 6.956 -23.055 -15.178
O 8.207 -24.583 -13.856
H 9.382 -21.621 -14.849
H 9.672 -23.152 -15.554
H 10.263 -22.840 -13.984
H 7.760 -22.804 -13.154
H 6.892 -22.015 -15.494
H 5.967 -23.351 -14.853
H 7.235 -23.665 -16.062
H 8.210 -25.134 -14.662
```



No. 2
ORCA calculation (ωB97M-V/def2-TZVPD) on 2 unconnected molecules or ions with the total composition C2H3NOS in a non-equilibrium geometry.

Properties
Kohn-Sham gap   9.9 eV
DFT total energy   -16493.4993 eV
Energy above the lowest of the compared OMol25 structures with the same formula, charge and spin   163.9 kJ/mol
2S+1   1
Lowest unoccupied orbital energy   0.59 eV
HOMO energy   -9.32 eV

The geometry in XYZ format:
```
8
C2H3NOS, DFT ωB97M-V/def2-TZVPD
C 1.661 0.321 0.604
C -1.593 -0.520 -0.208
N 1.254 1.163 -0.169
O -0.750 -0.704 0.587
S 2.254 -0.488 1.732
H -1.354 -1.134 -1.208
H -2.464 0.145 -0.216
H 0.993 1.218 -1.122
```



No. 3
ORCA calculation (ωB97M-V/def2-TZVPD) on 7 unconnected molecules or ions with the total composition H14O7 in a non-equilibrium geometry.

Properties
Kohn-Sham gap   9.5 eV
DFT total energy   -14557.2552 eV
Energy above the lowest of the compared OMol25 structures with the same formula, charge and spin   405.8 kJ/mol
2S+1   1
Lowest unoccupied orbital energy   0.13 eV
HOMO energy   -9.40 eV

The geometry in XYZ format:
```
21
H14O7, DFT ωB97M-V/def2-TZVPD
O 0.779 0.638 -0.529
H 1.117 0.411 0.264
H -0.175 0.221 -0.510
H 0.884 -0.150 -1.084
O -1.851 0.292 -0.019
H -2.089 -0.086 0.874
O -1.089 0.850 2.505
H -1.223 0.893 1.505
H -2.003 1.078 2.900
O -2.385 1.780 -2.216
H -2.280 1.296 -1.378
H -3.130 2.457 -2.219
O 2.218 -0.005 1.690
H 3.074 0.411 1.829
H 1.838 -0.153 2.557
O 2.348 -1.077 -2.142
H 2.686 -0.990 -3.022
H 2.628 -2.015 -2.031
O -0.258 -1.994 0.099
H -1.076 -1.346 0.054
H -0.023 -2.505 0.873
```



No. 4
ORCA calculation (ωB97M-V/def2-TZVPD) on a single C20H24ClN3O3S molecule.

Properties
Kohn-Sham gap   8.9 eV
DFT total energy   -55101.1068 eV
Energy above the lowest of the compared OMol25 structures with the same formula, charge and spin   4.1 kJ/mol
2S+1   1
Lowest unoccupied orbital energy   0.63 eV
HOMO energy   -8.24 eV

The geometry in XYZ format:
```
52
C20H24ClN3O3S, DFT ωB97M-V/def2-TZVPD
C -2.432 3.612 4.311
O -2.280 2.833 3.145
C -2.758 3.510 1.998
C -2.503 2.672 0.789
C -3.476 2.092 0.036
S -2.840 1.175 -1.248
C -1.225 1.576 -0.805
C -0.018 1.200 -1.596
O 0.901 1.987 -1.696
N -0.075 -0.013 -2.260
C -0.491 -1.197 -1.498
C 0.681 -1.729 -0.689
C 1.865 -2.035 -1.601
C 2.223 -0.858 -2.511
N 3.219 -1.269 -3.489
C 4.523 -1.429 -3.144
O 4.924 -1.258 -2.006
C 5.449 -1.829 -4.257
C 5.025 -2.510 -5.395
C 5.951 -2.842 -6.366
C 7.279 -2.493 -6.209
Cl 8.429 -2.916 -7.444
C 7.732 -1.814 -5.072
N 9.044 -1.459 -4.926
C 6.780 -1.498 -4.099
C 0.976 -0.343 -3.239
C 1.233 0.776 -4.239
C -1.204 2.379 0.288
H -2.046 3.028 5.144
H -1.871 4.552 4.239
H -3.487 3.849 4.497
H -3.832 3.719 2.095
H -2.241 4.476 1.903
H -4.543 2.155 0.183
H -1.337 -0.953 -0.861
H -0.828 -1.948 -2.219
H 0.962 -0.982 0.061
H 0.384 -2.628 -0.145
H 2.748 -2.299 -1.019
H 1.626 -2.897 -2.235
H 2.634 -0.038 -1.915
H 2.978 -1.279 -4.463
H 3.997 -2.827 -5.514
H 5.650 -3.385 -7.252
H 9.360 -1.097 -4.046
H 9.728 -1.801 -5.577
H 7.083 -0.986 -3.194
H 0.552 -1.188 -3.801
H 1.796 0.398 -5.093
H 0.282 1.153 -4.619
H 1.784 1.599 -3.797
H -0.283 2.752 0.715
```